{"formula": "C4H6N2", "method": "wB97M-V/def2-TZVPD", "spin_multiplicity": 1, "symbols": ["H", "H", "C", "C", "H", "N", "H", "H", "C", "C", "N", "H"], "positions_angstrom": [[1.44735, -1.69065, -0.49783], [0.31332, 0.42945, 2.24053], [0.48801, -0.04052, 0.18667], [-0.46544, 1.04686, -0.25506], [1.16471, -1.11599, 1.86583], [1.00604, -0.84213, -0.81041], [0.38638, -0.98602, -1.61309], [-0.83020, 1.63027, 0.58819], [-1.61031, 0.32374, -0.82090], [0.55477, -0.31095, 1.50313], [-2.46059, -0.15900, -1.41752], [0.00597, 1.71492, -0.96952]]}


{"formula": "C4H6N2", "method": "wB97M-V/def2-TZVPD", "spin_multiplicity": 1, "symbols": ["C", "H", "C", "H", "C", "N", "H", "H", "C", "H", "H", "N"], "positions_angstrom": [[-0.91918, -0.44611, -0.67087], [-1.15368, -1.64631, -0.68548], [-0.51344, 0.43492, 1.43961], [-2.57489, 0.50121, 0.78882], [-1.49625, 0.30192, 0.55740], [1.54281, 0.06038, -1.48537], [1.16749, 0.15728, -2.45235], [-1.31534, -0.07068, -1.69591], [0.62187, -0.20887, -0.51784], [-0.47259, 0.69185, 2.47793], [1.64909, 1.41004, 0.94273], [0.82033, -0.27959, 0.88172]]}


{"formula": "C4H6N2", "method": "wB97M-V/def2-TZVPD", "spin_multiplicity": 1, "symbols": ["H", "H", "N", "H", "H", "C", "H", "H", "C", "N", "C", "C"], "positions_angstrom": [[-0.67083, 2.02333, -1.47070], [0.41825, -1.24157, 1.84335], [-1.18411, 1.33474, -0.93164], [-1.89473, 0.90581, -1.51035], [1.03547, 1.84752, 0.39702], [1.62491, -0.06962, 0.84912], [1.17359, -2.27124, 0.62704], [-1.22668, -1.57644, -0.49029], [-0.36824, 0.39592, -0.30535], [0.82988, 0.85982, 0.31659], [-0.45649, -0.92290, -0.09882], [0.71898, -1.28536, 0.77402]]}


{"formula": "C4H6N2", "method": "wB97M-V/def2-TZVPD", "spin_multiplicity": 1, "symbols": ["C", "H", "C", "H", "N", "C", "H", "H", "H", "C", "H", "N"], "positions_angstrom": [[-0.04140, -0.79060, -0.13349], [0.00415, -2.48993, -1.46145], [-0.09459, 2.27323, 0.99582], [0.68814, 0.51820, 1.85067], [-0.82812, 3.16613, 1.01901], [0.79480, 1.10149, 0.92106], [-0.13992, -1.25541, 0.86178], [1.82959, 1.45528, 0.85815], [-1.60311, -1.84063, -1.12311], [-0.55828, -1.56334, -1.30432], [-0.50077, -0.94212, -2.20044], [0.44952, 0.36770, -0.28367]]}


{"formula": "C4H6N2", "method": "wB97M-V/def2-TZVPD", "spin_multiplicity": 1, "symbols": ["H", "H", "H", "H", "H", "N", "C", "C", "C", "C", "H", "N"], "positions_angstrom": [[-1.20542, 1.73779, 0.63516], [-0.75912, -1.60449, 2.10146], [-0.16314, -1.78483, 1.69451], [-1.59487, 1.39576, -1.05921], [-2.23193, 0.33489, 0.21448], [0.26923, -1.23275, -0.64180], [-0.15574, 0.12644, -0.22994], [2.42243, 0.46732, -0.30564], [1.11520, -0.02411, -0.29089], [-1.37296, 0.93662, -0.08892], [0.19573, -1.29219, -1.66728], [3.48058, 0.93952, -0.36193]]}


{"formula": "C4H6N2", "method": "wB97M-V/def2-TZVPD", "spin_multiplicity": 1, "symbols": ["H", "C", "H", "C", "H", "N", "C", "N", "H", "H", "H", "C"], "positions_angstrom": [[-1.59718, 0.24284, -0.78065], [-0.80042, -0.46624, -0.34071], [1.46814, -0.55859, 1.29996], [1.55911, 0.07184, 0.50422], [-0.79791, -1.45905, -0.76541], [4.41366, -0.42358, -0.33828], [3.43378, 0.05408, 0.01414], [0.98388, 1.35834, 0.18761], [0.26642, 1.68558, 0.76029], [-0.83829, -0.49604, 0.76035], [0.94248, 0.01197, -1.53365], [0.60361, 0.16293, -0.56653]]}


Calculated values (kcal/mol) of ΔE to the lowest compared entry with this formula, charge and spin for the records, taken in order: 25.4; 146.6; 56.1; 26.4; 108.8; 88.9.
Calculated values (eV) of orbital gap for the records, taken in order: 9.69; 7.71; 9.04; 11.40; 9.26; 11.12.